## w
# C19H26N2O3

C19H26N2O3 in the gas phase (wB97M-V/def2-TZVPD, the Open Molecules 2025 dataset).

The charge is 0. For the LUMO energy, the calculation gives 0.5 eV.

Each atom is followed by the atoms it is bonded to, with distances in Å.
Atoms and positions in Å:
1 O 1.436 0.137 3.768  C4 1.244
2 O -2.866 -0.641 -1.431  C5 1.269
3 O -2.080 2.180 -0.667  C9 1.355, C14 1.430
4 C 0.358 0.286 3.164  O1 1.244, C10 1.503, N12 1.388
5 C -1.776 -0.030 -1.652  O2 1.269, N13 1.390, C14 1.541
6 C 1.195 3.075 0.639  C7 1.382, C8 1.410, H25 1.078
7 C 0.039 3.100 -0.117  C6 1.382, C9 1.413, H26 1.074
8 C 1.279 2.165 1.713  C6 1.410, C10 1.406, H27 1.100
9 C -0.992 2.169 0.141  O3 1.355, C7 1.413, C11 1.408
10 C 0.249 1.259 2.025  C4 1.503, C8 1.406, C11 1.406
11 C -0.917 1.291 1.239  C9 1.408, C10 1.406, C17 1.533
12 N -0.746 -0.467 3.539  C4 1.388, C15 1.483, C18 1.423
13 N -0.608 -0.782 -1.668  C5 1.390, C19 1.500, C24 1.473
14 C -1.887 1.486 -1.903  O3 1.430, C5 1.541, H28 1.086, H29 1.087
15 C -0.715 -1.623 4.466  N12 1.483, H30 1.114, H31 1.104, H32 1.084
16 C 2.194 0.858 -3.576  C22 1.522, H33 1.078, H34 1.095, H35 1.111
17 C -2.019 0.296 1.621  C11 1.533, C18 1.551, H36 1.102, H37 1.088
18 C -2.033 -0.008 3.141  N12 1.423, C17 1.551, H38 1.097, H39 1.081
19 C -0.697 -2.264 -1.453  N13 1.500, C20 1.531, H40 1.135, H41 1.091
20 C 0.600 -2.897 -0.944  C19 1.531, C21 1.511, H42 1.087, H43 1.105
21 C 1.360 -1.914 -0.084  C20 1.511, C23 1.529, H44 1.118, H45 1.123
22 C 1.084 -0.156 -3.341  C16 1.522, C24 1.551, H46 1.089, H47 1.088
23 C 1.825 -0.740 -0.946  C21 1.529, C24 1.549, H48 1.105, H49 1.082
24 C 0.708 -0.141 -1.836  N13 1.473, C22 1.551, C23 1.549, H50 1.076
25 H 2.047 3.699 0.424  C6 1.078
26 H -0.034 3.814 -0.916  C7 1.074
27 H 2.192 2.094 2.322  C8 1.100
28 H -2.769 1.666 -2.511  C14 1.086
29 H -1.021 1.858 -2.446  C14 1.087
30 H -1.385 -1.426 5.334  C15 1.114
31 H -1.032 -2.514 3.897  C15 1.104
32 H 0.290 -1.782 4.840  C15 1.084
33 H 3.003 0.764 -2.869  C16 1.078
34 H 1.831 1.891 -3.535  C16 1.095
35 H 2.599 0.652 -4.590  C16 1.111
36 H -3.017 0.628 1.292  C17 1.102
37 H -1.860 -0.666 1.138  C17 1.088
38 H -2.267 0.911 3.692  C18 1.097
39 H -2.820 -0.727 3.324  C18 1.081
40 H -0.980 -2.742 -2.443  C19 1.135
41 H -1.474 -2.521 -0.731  C19 1.091
42 H 0.354 -3.805 -0.399  C20 1.087
43 H 1.279 -3.206 -1.760  C20 1.105
44 H 2.226 -2.474 0.347  C21 1.118
45 H 0.713 -1.555 0.761  C21 1.123
46 H 0.195 0.102 -3.913  C22 1.089
47 H 1.417 -1.130 -3.695  C22 1.088
48 H 2.666 -1.100 -1.565  C23 1.105
49 H 2.213 0.042 -0.305  C23 1.082
50 H 0.643 0.889 -1.532  C24 1.076

## x
# C19H26N2O3

C19H26N2O3 in the gas phase (wB97M-V/def2-TZVPD, the Open Molecules 2025 dataset).

The charge is 0. For the LUMO energy, the calculation gives 0.2 eV.

Each atom is followed by the atoms it is bonded to, with distances in Å.
Atoms and positions in Å:
1 C 5.069 3.150 2.441  C2 1.524, H48 1.088, H49 1.088, H50 1.087
2 C 5.024 1.649 2.700  C1 1.524, C3 1.530, H46 1.092, H47 1.093
3 C 3.678 1.012 2.352  C2 1.530, C4 1.528, H44 1.093, H45 1.091
4 C 3.399 0.981 0.850  C3 1.528, C5 1.530, H42 1.091, H43 1.092
5 C 2.043 0.365 0.503  C4 1.530, C6 1.529, H40 1.093, H41 1.092
6 C 1.971 -1.137 0.780  C5 1.529, C7 1.528, H38 1.092, H39 1.091
7 C 0.684 -1.768 0.253  C6 1.528, C8 1.533, H36 1.091, H37 1.091
8 C -0.535 -1.418 1.114  C7 1.533, N9 1.444, H34 1.091, H35 1.095
9 N -1.773 -1.637 0.404  C8 1.444, C10 1.344, C20 1.445
10 C -2.218 -2.837 -0.003  N9 1.344, O11 1.218, C12 1.491
11 O -1.774 -3.949 0.225  C10 1.218
12 C -3.457 -2.584 -0.794  C10 1.491, C13 1.350, O32 1.330
13 C -3.696 -1.256 -0.844  C12 1.350, C14 1.460, C20 1.513
14 C -4.767 -0.506 -1.493  C13 1.460, O15 1.215, C16 1.504
15 O -4.827 0.706 -1.426  C14 1.215
16 C -5.772 -1.341 -2.239  C14 1.504, H17 1.087, H18 1.088, H19 1.086
17 H -6.229 -2.058 -1.561  C16 1.087
18 H -5.268 -1.905 -3.020  C16 1.088
19 H -6.535 -0.702 -2.675  C16 1.086
20 C -2.577 -0.551 -0.109  N9 1.445, C13 1.513, C21 1.515, H31 1.097
21 C -1.815 0.349 -1.061  C20 1.515, N22 1.325, C26 1.389
22 N -1.102 -0.259 -1.997  C21 1.325, C23 1.321
23 C -0.437 0.481 -2.866  N22 1.321, C24 1.386, H30 1.082
24 C -0.448 1.867 -2.851  C23 1.386, C25 1.386, H29 1.079
25 C -1.199 2.502 -1.874  C24 1.386, C26 1.385, H28 1.080
26 C -1.895 1.732 -0.957  C21 1.389, C25 1.385, H27 1.078
27 H -2.500 2.190 -0.191  C26 1.078
28 H -1.242 3.580 -1.826  C25 1.080
29 H 0.109 2.430 -3.583  C24 1.079
30 H 0.130 -0.070 -3.605  C23 1.082
31 H -2.973 0.057 0.715  C20 1.097
32 O -4.117 -3.626 -1.290  C12 1.330, H33 0.977
33 H -3.615 -4.422 -1.027  O32 0.977
34 H -0.511 -0.367 1.408  C8 1.091
35 H -0.539 -2.037 2.017  C8 1.095
36 H 0.783 -2.854 0.225  C7 1.091
37 H 0.497 -1.426 -0.767  C7 1.091
38 H 2.820 -1.619 0.291  C6 1.092
39 H 2.052 -1.327 1.851  C6 1.091
40 H 1.847 0.530 -0.560  C5 1.093
41 H 1.266 0.889 1.062  C5 1.092
42 H 3.420 2.001 0.462  C4 1.091
43 H 4.190 0.419 0.348  C4 1.092
44 H 2.880 1.562 2.856  C3 1.093
45 H 3.672 -0.009 2.737  C3 1.091
46 H 5.813 1.158 2.125  C2 1.092
47 H 5.229 1.471 3.759  C2 1.093
48 H 4.267 3.652 2.980  C1 1.088
49 H 6.017 3.563 2.777  C1 1.088
50 H 4.962 3.370 1.382  C1 1.087

Looking at the structures above, x is most stable, and the difference to the next one is 15.3 kcal/mol.